C6H5N2O3S | ωB97M-V/def2-TZVPD

```
17
Properties=species:S:1:pos:R:3:nbo_charge:R:1
H -1.628 -2.120 0.148 0.28
O 0.795 -2.871 -0.068 -0.48
O 2.710 1.264 -1.144 -0.83
C -2.362 -0.062 0.091 -0.23
C 0.336 0.751 -0.053 -0.05
S 2.142 0.704 0.017 2.30
C -2.009 1.265 -0.017 -0.05
N -0.109 -0.757 0.035 -0.34
H 3.021 -1.535 -0.150 0.48
C -0.650 1.665 -0.092 -0.21
H -3.402 -0.347 0.170 0.27
H -0.394 2.713 -0.174 0.28
O 2.540 1.082 1.317 -0.83
C -1.380 -1.062 0.098 0.18
C 1.010 -1.707 -0.038 0.80
N 2.155 -1.014 -0.093 -0.85
H -2.774 2.030 -0.045 0.27
```

Summary:
- Energy relative to the best compared isomer or geometry (same formula, charge and spin): 0.00 kJ/mol
- Frontier orbital gap: 9.45 eV
- SMILES string: O=C1NS(=O)(=O)c2cccc[n+]21
- Total charge: +1